Record 1
The following is a quantum chemistry calculation of C4H7NO in the gas phase in a non-equilibrium geometry, from the OMol25 dataset.

```
13
Properties=species:S:1:pos:R:3
C -1.590 1.806 0.104
C -0.287 1.394 -0.407
N 0.132 0.369 -0.850
C 0.773 -0.727 -0.928
C 1.523 -1.137 0.274
O 0.612 -1.236 1.334
H -2.281 0.989 0.331
H -2.037 2.456 -0.650
H -1.431 2.404 1.002
H -0.066 -1.842 0.944
H 0.857 -1.205 -1.881
H 2.290 -0.413 0.563
H 2.002 -2.094 0.113
```

As for the lowest unoccupied orbital energy: 1.028 eV. The gap between HOMO and LUMO is 0.31382 Ha. The value obtained for the relative energy (zero: lowest compared OMol25 entry of this formula, charge and spin) is 3.522 eV. The total charge is 0. Its spin multiplicity is 1. The total energy comes out at -286.5022 Eh. Its HOMO energy is -7.5 eV.

---

Record 2
The following is a quantum chemistry calculation of C4H7NO in the gas phase in a non-equilibrium geometry, from the OMol25 dataset.

```
13
Properties=species:S:1:pos:R:3
O -1.996 0.313 -2.278
C -1.576 -0.237 -1.278
N -1.130 0.419 -0.153
C -0.056 -0.240 0.726
C 1.216 0.548 1.047
C 1.265 -0.533 0.000
H -1.534 -1.348 -1.205
H -1.447 1.385 -0.079
H -0.905 -0.608 1.279
H 1.163 1.591 0.751
H 1.841 0.390 1.943
H 1.948 -1.376 0.159
H 1.209 -0.236 -1.048
```

As for the lowest unoccupied orbital energy: 1.050 eV. The gap between HOMO and LUMO is 0.38702 Ha. The value obtained for the relative energy (zero: lowest compared OMol25 entry of this formula, charge and spin) is 2.788 eV. The total charge is 0. Its spin multiplicity is 1. The SMILES is O=CNC1CC1. The total energy comes out at -286.5292 Eh. Its HOMO energy is -9.5 eV.

---

Number 2 is which compound? C4H7NO

---

Which formula does entry 1 have? C4H7NO